Record 1
Formula: C34H36IrN6O2S2
Source: the Open Molecules 2025 dataset
Level of theory: ωB97M-V with the def2-TZVPD basis set

Output
* E_LUMO (spin up / spin down): -5.9431 / -8.6689 eV
* total charge: +2
* molar mass: 817.1 g/mol
* multiplicity: 2
* E: -73375.9977 eV
* <S²>: 0.754

Structure (XYZ):
```
81
C34H36IrN6O2S2 ωB97M-V with the def2-TZVPD basis set
Ir -0.36 -0.06 -0.55
O 0.02 1.42 3.21
C -0.26 0.81 2.21
N -0.51 1.29 0.94
C -0.62 2.64 0.59
O -0.63 3.59 1.31
C -0.69 2.78 -0.93
C -0.75 4.02 -1.52
C -0.78 4.10 -2.91
C -0.75 2.94 -3.65
C -0.70 1.72 -3.00
N -0.67 1.64 -1.66
C -0.30 -0.73 2.24
C -0.38 -1.41 3.42
C -0.40 -2.81 3.40
C -0.31 -3.46 2.19
C -0.24 -2.70 1.02
N -0.24 -1.37 1.05
H -0.78 4.89 -0.88
H -0.83 5.06 -3.40
H -0.78 2.96 -4.73
H -0.70 0.78 -3.53
H -0.46 -0.85 4.34
H -0.48 -3.37 4.32
H -0.30 -4.54 2.12
H -0.18 -3.16 0.04
S 2.71 -1.35 -3.48
C 3.34 0.00 -2.58
C 4.59 0.61 -2.71
C 4.87 1.72 -1.94
C 3.90 2.24 -1.07
C 2.66 1.64 -0.94
C 2.40 0.49 -1.68
N 1.22 -0.26 -1.69
C 1.24 -1.22 -2.61
C 0.03 -1.96 -2.78
C -0.21 -3.00 -3.67
C -1.46 -3.58 -3.69
C -2.45 -3.11 -2.83
C -2.21 -2.06 -1.95
C -0.95 -1.47 -1.90
H 5.32 0.23 -3.42
H 5.83 2.21 -2.03
H 4.12 3.13 -0.50
H 1.90 2.07 -0.31
H 0.56 -3.35 -4.35
H -1.68 -4.39 -4.37
H -3.44 -3.56 -2.84
H -3.01 -1.70 -1.30
C 5.56 2.57 5.65
C 4.14 2.96 5.23
C 3.05 2.17 5.96
C 3.03 0.68 5.62
N 2.68 0.48 4.21
C 3.48 0.10 3.22
S 2.77 0.12 1.62
N 4.72 -0.29 3.40
C 5.65 -0.76 2.37
C 6.84 -1.46 3.02
C 6.45 -2.69 3.84
C 5.78 -3.79 3.02
H 6.29 3.28 5.26
H 5.86 1.59 5.27
H 5.66 2.56 6.73
H 4.02 2.85 4.15
H 3.99 4.02 5.44
H 2.07 2.59 5.72
H 3.19 2.26 7.04
H 2.27 0.17 6.22
H 3.98 0.21 5.85
H 1.78 0.86 3.92
H 5.11 -0.20 4.33
H 5.99 0.09 1.77
H 5.11 -1.44 1.71
H 7.38 -0.75 3.64
H 7.52 -1.76 2.22
H 5.80 -2.41 4.67
H 7.37 -3.09 4.29
H 4.80 -3.48 2.64
H 5.63 -4.69 3.62
H 6.40 -4.07 2.16
```

=====

Record 2
Formula: C3H4O2
Source: the Open Molecules 2025 dataset
Level of theory: ωB97M-V with the def2-TZVPD basis set

Output
* E_LUMO: 0.7719 eV
* molar mass: 72.1 g/mol
* SMILES string: O[C@@]12C[C@@H]1O2
* E: -7266.6555 eV

Structure (XYZ):
```
9
C3H4O2 ωB97M-V with the def2-TZVPD basis set
O -0.74 -0.33 1.87
C 0.00 0.07 0.81
C 0.60 -0.63 -0.40
C 0.18 0.84 -0.38
O 0.91 1.18 0.80
H -0.06 -0.66 2.49
H -0.09 -1.34 -1.04
H 1.64 -0.66 -0.28
H -0.36 1.52 -1.01
```

=====

Record 3
Formula: C3H8N3O
Source: the Open Molecules 2025 dataset
Level of theory: ωB97M-V with the def2-TZVPD basis set

Output
* E_LUMO: -3.5954 eV
* total charge: +1
* molar mass: 102.1 g/mol
* E: -9750.3672 eV

Structure (XYZ):
```
15
C3H8N3O ωB97M-V with the def2-TZVPD basis set
C 1.34 -1.09 0.04
C -2.43 0.30 0.04
C 2.36 -0.37 0.42
N -1.56 1.23 -0.28
N 2.80 0.85 -0.16
N -2.11 -0.95 0.17
O 0.43 -1.71 -0.46
H -3.50 0.42 0.42
H 2.87 -0.83 1.29
H -1.68 2.14 0.06
H -0.69 0.88 -0.64
H 2.34 1.23 -1.00
H 3.76 0.93 -0.09
H -1.18 -1.34 0.01
H -2.75 -1.70 0.18
```

=====

Record 4
Formula: C22H25N3O4S
Source: the Open Molecules 2025 dataset
Level of theory: ωB97M-V with the def2-TZVPD basis set

Output
* E_LUMO: 0.4922 eV
* molar mass: 427.5 g/mol
* SMILES string: COc1ccc(CCN2C(=S)N(C)C(=O)[C@@H]2CC(=O)Nc2ccc(OC)cc2)cc1
* E: -46716.6065 eV

Structure (XYZ):
```
55
C22H25N3O4S ωB97M-V with the def2-TZVPD basis set
C 4.75 -3.10 -2.27
O 4.13 -2.54 -1.14
C 3.19 -1.57 -1.33
C 2.61 -1.05 -0.17
C 1.65 -0.07 -0.25
C 1.22 0.42 -1.48
C 0.13 1.44 -1.57
C -1.17 0.79 -2.08
N -2.31 1.64 -1.91
C -2.64 2.63 -2.77
S -1.79 3.13 -4.07
N -3.85 3.17 -2.37
C -4.50 4.26 -3.05
C -4.34 2.55 -1.26
O -5.36 2.83 -0.67
C -3.33 1.47 -0.90
C -2.83 1.66 0.54
C -2.10 0.40 1.03
O -2.26 -0.68 0.51
N -1.29 0.65 2.08
C -0.40 -0.23 2.73
C -0.17 -1.53 2.30
C 0.75 -2.33 2.95
C 1.47 -1.84 4.03
O 2.41 -2.54 4.73
C 2.72 -3.85 4.31
C 1.23 -0.54 4.47
C 0.31 0.26 3.83
C 1.81 -0.10 -2.63
C 2.78 -1.08 -2.56
H 4.02 -3.60 -2.92
H 5.30 -2.35 -2.84
H 5.45 -3.84 -1.89
H 2.94 -1.42 0.79
H 1.22 0.32 0.66
H -0.05 1.87 -0.58
H 0.40 2.25 -2.25
H -1.36 -0.14 -1.54
H -1.06 0.56 -3.15
H -5.41 4.49 -2.51
H -3.84 5.13 -3.07
H -4.73 3.97 -4.08
H -3.77 0.47 -0.97
H -2.18 2.53 0.60
H -3.70 1.83 1.17
H -1.29 1.59 2.47
H -0.72 -1.92 1.46
H 0.91 -3.33 2.58
H 1.85 -4.51 4.39
H 3.10 -3.87 3.29
H 3.49 -4.20 4.99
H 1.78 -0.17 5.32
H 0.14 1.27 4.18
H 1.50 0.28 -3.60
H 3.21 -1.45 -3.48
```

=====

Record 5
Formula: C5H10N2O
Source: the Open Molecules 2025 dataset
Level of theory: ωB97M-V with the def2-TZVPD basis set

Output
* E_LUMO: 0.8199 eV
* molar mass: 114.1 g/mol
* SMILES string: NC(=O)[C@@H]1CCCN1
* E: -10373.7104 eV

Structure (XYZ):
```
18
C5H10N2O ωB97M-V with the def2-TZVPD basis set
N 0.54 2.47 -0.72
C 0.21 1.31 -1.26
O -0.27 1.15 -2.38
C 0.67 0.04 -0.45
C -0.43 -1.04 -0.81
C -0.88 -1.60 0.48
C -0.46 -0.65 1.58
N 0.62 0.35 1.00
H 0.96 2.40 0.13
H 0.35 3.43 -1.11
H 1.59 -0.39 -0.91
H 0.12 -1.79 -1.46
H -1.33 -0.63 -1.21
H -1.88 -1.76 0.37
H -0.29 -2.50 0.72
H -1.05 0.12 2.20
H 0.01 -1.29 2.37
H 1.54 0.38 1.48
```

=====

Record 6
Formula: C49H39N2OP2W
Source: the Open Molecules 2025 dataset
Level of theory: ωB97M-V with the def2-TZVPD basis set

Output
* E_LUMO (spin up / spin down): -3.2865 / -3.7282 eV
* total charge: +1
* molar mass: 917.7 g/mol
* E: -76869.8957 eV

Structure (XYZ):
```
94
C49H39N2OP2W ωB97M-V with the def2-TZVPD basis set
W -0.76 0.48 -0.03
O -1.99 -0.45 -1.18
C -1.94 -1.07 -2.37
C -3.01 -1.91 -2.70
C -3.03 -2.57 -3.91
C -1.99 -2.40 -4.83
C -0.95 -1.57 -4.51
C -0.90 -0.88 -3.29
C 0.20 0.00 -2.97
N 0.43 0.59 -1.80
C 1.64 1.26 -1.92
C 2.13 1.08 -3.17
N 1.21 0.30 -3.82
H -3.80 -2.02 -1.98
H -3.86 -3.22 -4.15
H -2.01 -2.93 -5.77
H -0.14 -1.46 -5.23
H 2.06 1.79 -1.08
H 3.02 1.43 -3.64
H 1.27 -0.02 -4.77
C 0.40 -0.88 0.62
C 1.26 -1.76 0.97
C 2.21 -2.64 1.17
C 2.76 -2.83 2.53
C 4.14 -2.93 2.73
C 4.65 -3.05 4.01
C 3.80 -3.08 5.11
C 2.43 -3.00 4.92
C 1.91 -2.87 3.63
C 2.72 -3.42 0.02
C 2.68 -2.89 -1.27
C 3.12 -3.64 -2.35
C 3.60 -4.92 -2.16
C 3.66 -5.46 -0.88
C 3.22 -4.71 0.21
H 4.81 -2.91 1.88
H 5.72 -3.12 4.16
H 4.20 -3.17 6.11
H 1.75 -3.04 5.76
H 0.84 -2.84 3.48
H 2.31 -1.88 -1.42
H 3.09 -3.21 -3.35
H 3.95 -5.51 -3.00
H 4.03 -6.46 -0.72
H 3.25 -5.13 1.20
C -3.02 1.66 3.35
P -1.54 1.13 2.42
C -1.34 2.28 1.05
C -0.07 2.77 0.58
C -0.04 3.57 -0.60
C -1.10 3.62 -1.46
C -2.27 2.90 -1.12
C -2.44 2.31 0.12
C -0.13 1.43 3.49
C 0.11 2.69 4.05
C 1.20 2.90 4.87
C 2.05 1.84 5.16
C 1.82 0.58 4.63
C 0.73 0.38 3.79
P -4.03 0.23 3.95
C -5.51 1.10 4.56
C -5.56 2.46 4.85
C -6.72 3.03 5.37
C -7.83 2.24 5.61
C -7.79 0.88 5.33
C -6.63 0.32 4.82
C -4.63 -0.38 2.34
C -5.45 0.37 1.50
C -5.86 -0.13 0.28
C -5.46 -1.41 -0.12
C -4.65 -2.17 0.71
C -4.23 -1.65 1.93
H -3.60 2.35 2.73
H -2.64 2.21 4.21
H 0.77 2.78 1.25
H 0.87 4.11 -0.83
H -1.05 4.18 -2.38
H -3.09 2.84 -1.82
H -3.39 1.88 0.39
H -0.56 3.52 3.82
H 1.38 3.87 5.30
H 2.90 2.00 5.82
H 2.48 -0.25 4.86
H 0.56 -0.59 3.37
H -4.71 3.10 4.67
H -6.75 4.09 5.59
H -8.73 2.68 6.02
H -8.65 0.26 5.52
H -6.61 -0.75 4.61
H -5.79 1.35 1.82
H -6.51 0.45 -0.36
H -5.79 -1.81 -1.07
H -4.36 -3.17 0.43
H -3.61 -2.25 2.59
```

=====

Record 7
Formula: C34H33N2OP
Source: the Open Molecules 2025 dataset
Level of theory: ωB97M-V with the def2-TZVPD basis set

Output
* E_LUMO: -2.2899 eV
* molar mass: 516.6 g/mol
* E: -50108.3406 eV

Structure (XYZ):
```
71
C34H33N2OP ωB97M-V with the def2-TZVPD basis set
C 2.41 3.20 3.45
C 2.19 2.04 4.19
C 1.39 1.01 3.66
C 0.79 1.15 2.39
P -0.21 -0.19 1.60
C 0.89 -1.60 2.08
C 0.54 -2.56 3.04
C 1.44 -3.57 3.42
C 2.70 -3.67 2.81
C 3.05 -2.73 1.83
C 2.15 -1.72 1.47
C -1.87 -0.04 2.20
C -2.80 -1.04 1.97
N -3.59 -1.92 1.95
O -0.17 -0.11 0.09
C 1.03 2.32 1.67
C 1.83 3.34 2.19
H 3.03 3.99 3.86
H 2.63 1.92 5.18
H 1.26 0.09 4.23
H -0.44 -2.53 3.51
H 1.16 -4.29 4.19
H 3.39 -4.46 3.10
H 4.02 -2.80 1.35
H 2.45 -1.02 0.70
H -2.03 0.57 3.10
H 0.60 2.41 0.67
H 1.99 4.24 1.61
C -5.82 2.20 -3.30
C -4.39 1.65 -3.32
C -3.92 1.64 -4.78
C -3.45 2.52 -2.48
C -4.39 0.25 -2.74
N -4.28 -0.80 -3.57
C -4.44 -2.01 -2.92
C -4.65 -1.69 -1.56
C -4.88 -2.73 -0.67
C -4.82 -4.06 -1.11
C -4.49 -4.35 -2.45
C -4.34 -3.31 -3.38
C -4.61 -0.23 -1.42
C -4.74 0.41 -0.17
C -5.84 0.16 0.69
C -6.97 -0.65 0.30
C -7.88 -1.09 1.25
C -7.76 -0.69 2.59
C -8.64 -1.30 3.63
C -6.80 0.27 2.93
C -5.89 0.72 1.99
H -6.24 2.23 -2.29
H -5.85 3.22 -3.71
H -6.48 1.57 -3.90
H -2.92 1.21 -4.87
H -4.62 1.10 -5.43
H -3.86 2.68 -5.15
H -2.48 2.01 -2.39
H -3.27 3.48 -2.98
H -3.85 2.69 -1.47
H -4.13 -0.76 -4.59
H -5.06 -2.48 0.38
H -5.01 -4.86 -0.39
H -4.38 -5.40 -2.74
H -4.08 -3.50 -4.42
H -4.02 1.19 0.10
H -7.09 -0.97 -0.75
H -8.70 -1.75 0.96
H -8.50 -0.81 4.60
H -9.71 -1.19 3.40
H -8.44 -2.38 3.73
H -6.78 0.68 3.94
H -5.15 1.49 2.23
```

=====

Record 8
Formula: C5H11ClF3IrSn
Source: the Open Molecules 2025 dataset
Level of theory: ωB97M-V with the def2-TZVPD basis set

Output
* E_LUMO (spin up / spin down): -0.6298 / -3.4258 eV
* molar mass: 474.5 g/mol
* multiplicity: 5
* E: -34701.8445 eV
* <S²>: 6.031

Structure (XYZ):
```
22
C5H11ClF3IrSn ωB97M-V with the def2-TZVPD basis set
Ir 0.58 -0.44 0.71
Cl 2.22 -2.05 0.88
C 1.71 1.08 1.32
H 1.12 2.00 1.44
H 2.50 1.23 0.56
H 2.18 0.78 2.27
Sn -0.82 0.98 -1.69
C -1.99 -0.73 -2.35
C 1.22 0.32 -2.01
C -1.18 1.12 0.41
H 1.87 1.20 -1.98
H 1.57 -0.43 -1.26
H 1.23 -0.13 -3.00
H -3.02 -0.39 -2.47
H -1.57 -1.08 -3.30
H -1.92 -1.51 -1.58
H -0.84 2.03 0.91
H -2.12 0.68 0.76
F 0.23 -1.89 3.10
C -0.47 -1.03 2.30
F -1.60 -1.72 1.87
F -0.90 -0.01 3.10
```

=====

Record 9
Formula: C6H12OS
Source: the Open Molecules 2025 dataset
Level of theory: ωB97M-V with the def2-TZVPD basis set

Output
* E_LUMO: 0.8324 eV
* molar mass: 132.2 g/mol
* SMILES string: C[C@H]1CC[C@@](C)(S)O1
* E: -19298.1430 eV

Structure (XYZ):
```
20
C6H12OS ωB97M-V with the def2-TZVPD basis set
C 0.61 -2.40 0.02
C 0.51 -1.10 -0.64
C -0.89 -0.68 -0.96
C -0.91 0.77 -0.64
C 0.14 0.81 0.51
C 0.76 2.17 0.64
S -0.58 0.41 2.17
O 1.10 -0.14 0.23
H -0.23 -3.07 -0.32
H 0.70 -2.33 1.08
H 1.48 -2.93 -0.44
H 1.27 -1.14 -1.49
H -1.71 -1.28 -0.55
H -1.28 -0.73 -1.95
H -0.48 1.44 -1.44
H -1.84 1.09 -0.34
H 1.48 2.25 1.42
H -0.10 2.89 0.83
H 1.08 2.42 -0.43
H -1.12 1.55 2.30
```

=====

Record 10
Formula: C30H37ClN7O4SbTl
Source: the Open Molecules 2025 dataset
Level of theory: ωB97M-V with the def2-TZVPD basis set

Output
* E_LUMO: 2.2458 eV
* total charge: -1
* molar mass: 921.3 g/mol
* E: -74083.0058 eV

Structure (XYZ):
```
81
C30H37ClN7O4SbTl ωB97M-V with the def2-TZVPD basis set
Tl 0.07 -0.19 -0.59
C -1.83 -0.86 2.36
C -0.63 -0.35 3.08
C -0.47 -0.62 4.45
C 0.65 -0.15 5.10
C 1.59 0.58 4.38
C 1.35 0.80 3.03
N 0.27 0.36 2.41
Sb 2.87 1.96 1.98
C 1.74 3.20 0.59
C 1.65 4.54 0.91
C 1.08 5.40 -0.01
C 0.61 4.87 -1.20
C 0.74 3.50 -1.44
C 0.23 2.89 -2.69
N 1.31 2.70 -0.54
C 3.68 0.42 0.68
C 4.99 0.05 0.94
C 5.58 -0.89 0.10
C 4.83 -1.41 -0.94
C 3.51 -0.98 -1.11
C 2.66 -1.55 -2.19
N 2.97 -0.08 -0.30
H -2.73 -0.69 2.94
H -1.72 -1.93 2.20
H -1.93 -0.39 1.39
H -1.22 -1.19 4.97
H 0.79 -0.35 6.16
H 2.48 0.96 4.85
H 2.04 4.90 1.85
H 1.00 6.46 0.20
H 0.16 5.52 -1.94
H -0.17 3.64 -3.37
H -0.53 2.15 -2.47
H 1.02 2.33 -3.19
H 5.54 0.49 1.76
H 6.60 -1.21 0.27
H 5.26 -2.14 -1.61
H 3.25 -2.08 -2.93
H 2.07 -0.77 -2.66
H 1.96 -2.24 -1.72
O -1.79 -2.22 -0.49
N -1.38 -3.41 -0.36
N -0.13 -3.59 -0.11
O 0.77 -2.67 0.08
C 0.31 -4.93 -0.07
C -0.58 -6.00 -0.13
C -0.09 -7.29 -0.09
C 1.27 -7.53 0.02
C 2.15 -6.46 0.08
C 1.67 -5.17 0.04
H -1.64 -5.80 -0.22
H -0.78 -8.12 -0.15
H 1.64 -8.55 0.03
H 3.21 -6.63 0.15
H 2.34 -4.32 0.09
C -5.26 2.70 -0.27
C -3.83 3.10 0.13
C -3.26 4.07 -0.92
C -3.86 3.76 1.51
N -3.07 1.85 0.23
N -1.70 1.95 0.56
H -5.90 3.57 -0.30
H -5.65 1.98 0.45
H -5.25 2.23 -1.25
H -3.90 4.94 -1.00
H -3.20 3.58 -1.88
H -2.26 4.41 -0.64
H -4.54 4.61 1.51
H -2.87 4.12 1.79
H -4.19 3.04 2.26
H -3.14 1.33 -0.64
H -1.59 2.04 1.56
H -1.23 2.73 0.10
Cl 0.15 -3.33 -3.95
C -1.11 -2.09 -3.77
C -0.55 -0.69 -4.22
O -0.79 -0.36 -5.38
O 0.07 -0.06 -3.35
H -1.39 -2.06 -2.72
H -1.95 -2.40 -4.39
```